Record 1
C8H9NOS | the ωB97M-V functional and the def2-TZVPD basis

**Multiplicity**: 1
**Frontier orbital gap**: 0.3115 hartree

Each line ends with the natural charge from an NBO analysis.
Geometry (Å):
H 1.710 -3.927 0.513  0.2118
H -2.366 3.988 -1.467  0.2259
C 1.412 -2.891 0.541  -0.2532
H 2.061 -0.018 2.233  0.2205
C 0.447 -2.433 -0.349  -0.2390
H -1.992 3.957 0.275  0.2329
C 0.694 -0.207 0.603  0.2863
H -0.175 1.432 -1.596  0.1940
S -2.343 1.757 -0.590  0.2560
H -0.022 -3.098 -1.058  0.2162
C 1.979 -2.027 1.460  -0.1937
C 1.622 -0.688 1.512  -0.2812
H -1.841 -0.834 -0.875  0.3868
H -0.740 3.505 -0.900  0.2365
C 0.101 -1.105 -0.307  0.1068
C -0.829 0.911 -0.899  0.1023
C -1.802 3.489 -0.685  -0.7284
O 0.278 1.044 0.504  -0.5610
H 2.720 -2.397 2.151  0.2112
N -0.915 -0.458 -1.065  -0.6309

---

Record 2
C8H9OP | the ωB97M-V functional and the def2-TZVPD basis

**Multiplicity**: 1
**Frontier orbital gap (spin up / spin down)**: 0.2668 / 0.2658 hartree

Each line ends with the natural charge from an NBO analysis.
Geometry (Å):
C 2.004 -1.033 -0.137  -0.1980
C 3.043 -0.517 -0.905  -0.2097
P -3.752 0.977 1.580  0.2736
O -1.365 -0.008 0.869  -0.3718
H 1.937 -2.037 0.385  0.2172
H 3.854 -1.187 -0.874  0.2129
C 2.968 0.683 -1.592  -0.2262
H 3.805 1.047 -2.283  0.2193
H -4.734 0.496 0.562  -0.0278
H 1.918 2.492 -2.010  0.2267
C 1.837 1.506 -1.452  -0.2022
H -2.631 -1.441 1.372  0.1502
H -0.254 1.303 -0.701  0.2182
H -0.558 -1.863 0.902  0.1593
C 0.741 0.943 -0.813  -0.2136
H -4.595 0.309 2.506  -0.0146
C -2.477 -0.288 1.375  -0.2034
C 0.817 -0.292 -0.113  -0.1179
C -0.324 -0.756 0.629  0.1079

---

Record 3
C8HCl2F5O3PdS4Sb | the ωB97M-V functional and the def2-TZVPD basis

**Multiplicity**: 1
**Charge**: -1
**Frontier orbital gap**: 0.2199 hartree

Each line ends with the natural charge from an NBO analysis.
Geometry (Å):
S -1.532 -2.876 -0.339  -0.3050
F 3.594 -1.634 -1.167  -0.2900
C -4.118 1.357 -0.707  -0.3105
F 4.660 2.869 -0.311  -0.2970
Cl -3.675 2.919 0.015  -0.0007
H -4.920 0.938 -0.109  0.2480
S -0.345 -5.320 2.411  -0.7395
S -0.507 -1.462 2.219  -0.3670
C -2.888 0.459 -0.638  0.7283
Sb -1.739 -3.614 2.018  1.3306
C 4.121 0.604 -0.738  0.2780
O 1.019 -1.234 -0.392  -0.6485
C 3.201 -0.423 -0.762  0.2734
O -2.756 -0.200 0.450  -0.6122
F 0.255 1.322 0.386  -0.3294
C 1.544 1.066 0.027  0.2605
Pd -0.860 -0.780 0.118  1.0470
F 2.068 3.323 0.446  -0.2919
C 3.759 1.877 -0.328  0.2291
C 2.452 2.105 0.056  0.2729
Cl -4.696 1.547 -2.360  0.0080
F 5.384 0.375 -1.118  -0.2946
O -2.037 0.452 -1.533  -0.6634
C 1.866 -0.234 -0.370  0.2199
S -3.852 -3.439 2.728  -0.7461

---

Record 4
C90H190N10O10 | the ωB97M-V functional and the def2-TZVPD basis

**Multiplicity**: 1
**Frontier orbital gap**: 0.3189 hartree

Each line ends with the Löwdin charge.
Geometry (Å):
C 6.256 -4.219 -2.601  -0.0009
H -0.119 0.296 7.054  0.0552
C 7.715 -4.253 3.619  -0.0249
H -2.383 2.299 -4.284  0.0380
H -1.180 -3.879 -7.790  0.1032
H -9.260 -0.624 -0.514  0.0861
H 2.212 3.765 -3.353  0.1062
H 6.401 -0.262 1.656  0.1132
H 0.116 1.316 -5.533  0.0591
C -0.242 -5.097 6.612  -0.0297
H -4.697 3.071 2.138  0.1045
H 2.706 -5.125 -4.559  0.1180
H -2.612 -1.683 -8.466  0.0939
C 2.074 1.882 -7.424  -0.0353
H 0.711 5.410 -2.220  0.0455
C 5.586 -1.898 -3.404  -0.0434
H -2.205 -1.711 2.369  0.0788
H -7.583 1.457 3.910  0.1254
C 5.415 -4.163 2.684  -0.0271
H 1.913 0.368 1.803  0.0879
C -6.781 0.177 -0.309  -0.0083
H 2.589 0.238 -2.846  0.0630
H 1.294 2.086 1.855  0.0722
C -6.680 1.380 3.285  -0.1071
C 5.087 -3.260 -2.980  -0.4965
O 5.625 -3.734 5.409  -0.0310
H 3.581 4.017 2.151  0.0723
C 6.035 -1.057 2.293  -0.1732
H 2.625 4.477 -6.846  0.1128
H 2.532 1.335 4.854  0.0962
C -4.164 -2.033 -5.464  -0.1011
H 1.509 -3.961 -0.019  0.0907
O -4.339 5.181 -4.154  -0.0324
H -1.490 2.071 6.126  0.1171
H -2.406 -6.507 5.905  0.1252
C 3.538 5.495 -0.969  -0.0067
H 1.518 -0.267 7.151  0.0845
H 4.843 -4.133 4.986  0.0710
H 0.979 -0.007 -4.894  0.0724
C -1.514 -0.462 -0.177  -0.4360
C -3.794 3.310 -2.942  -0.5311
C -4.234 1.938 -2.531  -0.1783
N -7.832 1.886 1.227  -0.1184
H -10.010 0.441 0.781  0.0689
C 3.182 -3.919 -1.271  -0.5301
H -2.486 -5.887 -6.017  0.0891
H 3.360 6.515 -1.228  0.0575
H -1.936 2.551 -2.701  0.0725
C 5.779 -0.516 3.717  -0.1249
H 2.155 -7.394 2.460  0.0859
H 4.937 -3.991 -4.845  0.1208
C 1.213 3.934 -5.208  -0.1953
H -0.393 -7.759 6.034  0.0902
H -3.342 -0.291 1.028  0.0797
H 1.769 -5.191 -2.298  0.1130
O -8.120 2.783 0.184  -0.0476
H 4.151 3.318 5.287  0.1056
O -0.802 1.723 0.012  -0.0606
H 1.034 4.856 7.387  0.0828
H -1.037 1.025 3.797  0.0898
H 2.089 3.425 3.772  0.1101
C -4.229 3.017 -6.126  -0.0171
N -2.326 -3.365 -6.344  -0.0610
H -5.719 3.443 0.590  0.0697
C 6.976 -2.203 2.373  -0.1441
C 0.254 -7.740 4.058  -0.1632
H 4.576 -3.643 2.115  0.0748
C 0.609 6.779 1.015  -0.1254
H -1.595 2.109 2.356  0.0945
H -5.846 -0.026 0.201  0.0437
H -1.930 -3.737 4.008  0.0728
C -0.745 -5.138 5.164  -0.5186
C -3.348 -4.147 -4.303  -0.1402
H -6.529 1.955 -3.844  0.1073
O 1.134 -4.188 4.160  -0.0540
H 4.877 -1.756 -0.395  0.1024
C -4.529 1.079 -3.693  -0.1657
H 0.824 -6.334 1.836  0.1197
H 3.293 4.338 -5.293  0.1183
H -6.443 -0.770 3.569  0.1093
H 6.934 -4.327 -3.492  0.1087
C 0.439 6.128 -1.493  0.0299
C -3.400 -1.682 -7.688  -0.0517
H 4.274 -5.034 0.286  0.0496
H 2.859 -5.791 -0.365  0.0929
H 2.332 2.147 -8.459  0.0904
H -0.150 -0.813 -1.918  0.0731
C -0.853 -7.739 5.056  -0.1717
H 3.188 3.606 6.725  0.0961
N 0.237 -5.256 4.114  -0.0801
H 1.543 1.485 -2.062  0.0914
H -4.836 2.734 -6.999  0.0892
H -1.492 -8.646 4.874  0.1287
H -5.035 1.907 0.945  0.0547
C 1.959 7.458 0.808  -0.1666
H 5.179 -1.895 6.778  0.0783
H -1.367 0.491 -2.202  0.0635
C -5.688 1.755 -4.460  -0.0998
C 3.758 4.150 1.071  -0.0596
H -0.112 -7.918 3.062  0.1036
H -1.078 -0.888 -6.561  0.0978
H 2.223 0.811 -7.414  0.0807
H 0.381 -4.210 6.729  0.0867
H -7.301 2.784 -0.394  0.0987
C 2.397 -4.323 -2.523  -0.1250
H 5.053 -1.290 1.871  0.0882
C 0.588 0.949 -4.635  -0.0143
H 3.143 4.898 -1.850  0.0773
C 2.504 3.943 -5.926  -0.1068
H 0.059 -1.086 3.413  0.1220
H -1.252 4.066 4.399  0.0784
H 3.751 -2.187 3.074  0.0401
H 2.025 7.676 -0.235  0.0720
H 2.961 6.218 2.347  0.1073
C 3.736 -5.166 -0.625  -0.0260
H 4.360 -5.797 -1.226  0.0602
H -0.148 -2.921 -4.992  0.1034
H 1.142 5.899 5.965  0.0958
C 1.136 1.038 2.223  -0.0075
C 0.449 5.620 0.040  -0.4436
C -6.457 3.972 -5.559  -0.0122
H 0.804 -1.418 1.908  0.0971
C -0.272 0.416 1.900  -0.5301
H 5.232 2.701 -6.182  0.1169
H -3.696 1.038 -4.363  0.0608
C 3.152 3.249 5.686  -0.1759
C -2.994 0.052 -0.002  -0.0300
H -4.679 4.343 -1.332  0.0628
H -6.635 4.256 3.351  0.0856
C -0.816 -3.456 -4.255  -0.0115
H 0.855 4.929 -4.918  0.1205
H 3.079 -6.980 4.535  0.0644
H -7.839 -1.346 1.752  0.1065
O -1.084 -3.255 -7.068  -0.0489
C 5.191 -1.565 4.601  -0.5603
H -7.516 4.562 1.845  0.0783
C -3.693 4.132 -1.676  -0.0244
H -1.025 -5.028 7.346  0.0849
O 5.071 -2.683 -0.648  -0.0699
H -2.645 -4.174 5.532  0.0642
H -1.932 4.018 -3.867  0.1075
H -2.251 -6.348 4.128  0.1278
C -3.965 -2.821 -4.101  -0.1640
H 1.141 1.183 3.349  0.0681
H -0.165 7.568 0.940  0.1386
N 4.159 -2.942 -1.758  -0.0395
H -1.364 -5.977 -4.695  0.0841
H 0.074 3.791 3.277  0.0540
C -9.239 0.343 0.039  -0.0359
H 6.772 -3.829 -1.731  0.0722
O -0.919 2.726 6.607  -0.0363
H 8.229 -4.377 2.679  0.0811
H 1.760 -3.500 -2.889  0.1066
C -1.658 -5.386 -5.555  -0.0633
H -3.560 -0.602 -0.659  0.0831
O 3.170 0.266 -5.239  -0.0582
H 3.901 0.170 -4.625  0.0612
H -6.651 0.928 -1.084  0.0579
H -3.074 1.101 0.017  0.0384
C 1.411 3.217 -3.923  -0.1772
C -5.491 2.774 1.426  -0.0385
C -0.845 4.930 0.258  -0.0468
H 3.613 -2.878 -4.483  0.1305
H -1.061 -2.981 2.233  0.0925
H -4.915 -2.807 -3.702  0.0810
H -1.847 -1.179 -2.250  0.0466
H 2.560 -5.469 5.266  0.0611
C 3.789 -1.863 4.083  -0.0223
H 0.589 3.191 -3.226  0.1010
O 1.444 3.581 -0.562  -0.0614
C -1.949 -0.969 -5.871  -0.0277
H -0.603 -2.323 -0.194  0.0882
H -8.768 -0.147 2.550  0.1230
H 3.450 1.246 6.430  0.1098
C 2.310 1.267 -2.854  -0.0289
H 5.932 -4.725 1.938  0.0684
H -1.088 4.632 1.323  0.1093
H 2.030 8.379 1.396  0.1154
C -0.122 -1.032 2.315  -0.1644
H -4.105 -4.636 -4.852  0.1087
C 0.616 5.014 6.384  -0.0400
C 2.905 5.152 0.433  -0.4978
H -1.398 -3.025 5.481  0.0888
C 0.832 0.394 6.607  -0.0409
C 4.222 -3.704 -4.093  -0.1866
H -0.161 0.908 -3.808  0.0771
C -0.230 4.287 4.186  -0.0327
H -4.997 -2.529 -5.972  0.1183
H 0.980 2.137 -7.210  0.0950
H -6.797 3.390 -6.376  0.0659
H -2.276 0.392 2.724  0.0737
H 4.904 -4.890 3.322  0.0695
H -8.263 3.600 3.108  0.0738
C 3.058 6.479 1.291  -0.0876
H 7.459 -5.203 4.110  0.0952
H 4.395 2.948 -7.873  0.0851
H -5.751 1.654 3.774  0.1103
N 6.078 -2.656 4.616  -0.0853
C -1.173 -0.502 -1.719  -0.0275
H -3.282 -4.750 -3.387  0.1372
H 4.024 -0.711 6.157  0.0421
H 1.154 6.891 -1.620  0.0447
H 3.181 -0.993 4.229  0.0697
H 1.697 3.857 -1.470  0.0464
H 1.821 1.495 8.691  0.0851
C -2.004 -4.053 -5.019  -0.4927
N 2.992 1.714 -5.057  -0.0354
C 2.968 2.477 -6.380  -0.5147
H -3.161 5.144 -1.866  0.1084
C 2.707 1.819 5.839  -0.1331
H 4.719 -1.240 -3.504  0.0636
H 5.830 -5.132 -2.263  0.0409
C -1.664 -6.390 5.084  -0.1255
H 4.605 5.389 -1.085  0.0807
C 1.478 2.375 8.113  -0.0230
H 4.047 6.852 1.052  0.1164
N -4.826 3.901 -3.802  -0.0788
H -3.504 2.221 -5.882  0.0567
C -2.925 -2.046 -6.327  -0.5823
C 1.691 -6.408 2.599  -0.0626
C 1.106 -6.449 3.976  -0.4979
H -2.344 -2.401 0.030  0.1278
H -4.271 -2.270 -8.027  0.0928
C -6.782 2.459 2.124  -0.4756
H 2.039 -7.029 5.928  0.0714
H -1.545 -1.240 -4.862  0.0734
H -0.377 5.435 6.517  0.0851
H -1.147 -2.730 -3.474  0.0608
H -5.655 -0.128 2.196  0.0938
H 1.776 -2.271 -0.797  0.0653
N 1.549 4.626 0.317  -0.0785
H 3.862 -5.789 -3.362  0.1146
C 2.137 3.954 4.787  -0.1251
H 5.798 -0.270 6.389  0.1159
H 3.669 3.128 0.650  0.0982
H 0.527 2.725 8.553  0.0866
H 0.992 -3.594 3.385  0.1081
H 2.290 3.104 8.192  0.0575
H -5.964 1.116 -5.289  0.1172
C -7.827 -0.334 2.047  -0.1303
H 0.565 6.360 1.997  0.0932
H -7.064 -0.739 -0.796  0.0732
H -3.458 1.554 -1.875  0.0820
H 6.372 -1.519 -2.745  0.0875
C -7.883 0.522 0.766  -0.5005
H -4.854 0.040 -3.440  0.1220
N -0.396 0.389 0.435  -0.0107
C 4.360 2.460 -6.894  -0.0650
H -0.098 5.373 4.008  0.0899
H -3.764 -0.644 -7.723  0.0875
H 0.698 -0.004 5.609  0.0560
C 3.356 -4.850 -3.686  -0.1472
H 0.388 3.470 -5.733  0.1008
H 6.102 -1.954 -4.368  0.0945
C -1.274 -1.944 1.933  -0.1438
C -5.254 3.124 -4.997  -0.4837
C 0.687 3.951 5.341  -0.5412
H -4.460 -0.957 -5.382  0.1059
H 2.367 4.947 4.465  0.0952
H -0.030 2.248 -0.107  0.0263
H -0.761 -5.463 -6.142  0.0837
C 1.788 1.766 -4.181  -0.5168
H 0.313 -5.978 6.873  0.0573
H 6.753 -0.291 4.192  0.1286
H 3.263 -2.590 4.651  0.0712
H -3.337 -2.209 -3.408  0.0956
H -9.445 1.118 -0.789  0.1069
H 2.540 -5.644 2.517  0.0942
C -1.418 -1.889 0.369  -0.1143
C 1.310 1.890 6.627  -0.4314
H 2.807 -2.797 0.552  0.0726
C 2.197 -3.142 -0.321  -0.0080
C -6.561 -0.039 2.790  -0.1851
H 0.901 -8.588 4.147  0.1147
C 5.042 -1.081 6.063  -0.0065
H -6.064 4.927 -5.882  0.0783
H -0.508 6.533 -1.726  0.0732
H -0.307 -4.330 -3.807  0.0765
H -4.910 5.871 -3.804  0.1077
C 6.555 -3.292 3.352  -0.4553
H 4.797 4.494 0.989  0.0924
H -0.995 4.108 -0.385  0.0410
H -3.084 3.604 -0.871  0.0976
H -7.212 4.108 -4.849  0.0626
H 5.203 0.431 3.787  0.1311
H -5.132 2.140 -1.923  0.1120
C 2.288 -6.479 5.033  0.0009
C -1.728 -3.988 5.064  -0.0415
H 7.102 -2.670 1.396  0.1192
H 8.425 -3.758 4.221  0.0710
H -2.470 -0.011 -5.948  0.0694
H 3.195 1.893 -2.565  0.1085
C -1.376 1.057 2.709  -0.0187
C -2.403 3.063 -3.550  -0.0099
H 4.585 1.394 -7.095  0.0837
C -7.332 3.827 2.625  -0.0267
H 7.946 -1.834 2.643  0.1202
H -1.583 5.664 -0.008  0.0756
N 0.285 2.624 5.810  -0.0798
H -3.709 3.954 -6.318  0.0890

---

Q: Which ΔE to the lowest compared entry with this formula, charge and spin values were calculated for the entries above? A: 139.6; 362.4; 0.0; 360.4, in kJ/mol.
Q: Which total energy values were calculated for the entries above? A: -838.39166; -726.66370; -3911.84674; -4842.55689, in Eh.